No. 1
DFT (wB97M-V/def2-TZVPD) results for a 2-piece molecular cluster, H2 overall in a non-equilibrium geometry.

Results
**Molar mass**: 2.0 g mol⁻¹
**Energy above the lowest of the compared OMol25 structures with the same formula, charge and spin**: 40.2 kcal/mol
**Total energy**: -1.09688 hartree
**Net charge**: 0
**F_max**: 4.99 eV/Å
**Frontier orbital gap**: 13.23 eV

Geometry as XYZ:
```
2
Properties=species:S:1:pos:R:3:forces:R:3:lowdin_charge:R:1
H 0.000 0.000 0.601 0.000 0.000 -4.991 0.0000
H 0.000 0.000 -0.601 0.000 0.000 4.991 0.0000
```
Forces are in eV/Å.

---

No. 2
DFT (wB97M-V/def2-TZVPD) results for C2H11NO5 as an isolated structure in a non-equilibrium geometry.

Results
**Molar mass**: 129.1 g mol⁻¹
**Energy above the lowest of the compared OMol25 structures with the same formula, charge and spin**: 48.1 kcal/mol
**Total energy**: -513.71114 hartree
**Net charge**: 0
**F_max**: 4.33 eV/Å
**Frontier orbital gap**: 10.27 eV

Geometry as XYZ:
```
19
Properties=species:S:1:pos:R:3:forces:R:3:nbo_charge:R:1
H -0.110 0.402 0.580 -1.337 -1.047 1.078 0.4694
O -0.047 -0.100 1.771 -0.385 0.104 -0.704 -1.1074
N -0.293 0.748 -0.618 0.373 0.238 -0.680 -0.7947
H -0.940 -0.431 2.011 0.926 0.088 -0.303 0.4717
H -0.424 1.741 -0.535 -0.056 0.546 -0.356 0.3901
H -1.001 0.335 -1.284 0.645 0.213 1.419 0.4502
C 1.042 0.403 -1.206 -0.751 0.411 -0.371 -0.3325
H 0.990 0.600 -2.333 0.438 -0.770 1.590 0.2242
H 1.827 1.020 -0.710 -0.601 -0.468 -0.525 0.2405
C 1.256 -1.054 -0.735 3.965 -1.742 -0.067 0.7692
O 1.322 -2.025 -1.470 -1.243 1.304 0.043 -0.5739
O 1.869 -1.168 0.493 -3.006 0.720 0.929 -0.7656
H 1.118 -0.948 1.327 1.160 0.241 -2.087 0.5412
O -0.746 2.130 3.341 0.086 -1.196 -1.137 -0.9556
H -0.259 1.332 3.675 -0.617 1.105 -0.707 0.4841
H -0.920 1.880 2.382 0.545 0.317 2.021 0.4684
O -1.434 -1.192 -2.198 -2.181 -3.272 -0.224 -0.9765
H -2.329 -1.669 -2.011 2.094 1.654 -0.385 0.4858
H -0.919 -2.004 -2.479 -0.055 1.556 0.466 0.5115
```
Forces are in eV/Å.

---

No. 3
DFT (wB97M-V/def2-TZVPD) results for an isolated ion of composition C2HN4O2S and charge -1 in a non-equilibrium geometry.

Results
**Molar mass**: 145.1 g mol⁻¹
**Energy above the lowest of the compared OMol25 structures with the same formula, charge and spin**: 25.3 kcal/mol
**Total energy**: -844.38754 hartree
**Net charge**: -1
**F_max**: 3.69 eV/Å
**Frontier orbital gap**: 7.75 eV

Geometry as XYZ:
```
10
Properties=species:S:1:pos:R:3:forces:R:3:nbo_charge:R:1
C -2.669 -0.343 -0.492 -0.047 0.219 0.292 -0.0955
C 0.497 -0.031 0.055 -2.524 -1.775 -1.489 0.5813
N -1.561 -0.758 -1.010 0.342 -0.767 -1.402 -0.3831
N -0.485 -0.581 -0.307 2.477 1.240 0.810 -0.1607
N 1.415 0.177 0.869 2.376 0.951 2.663 -0.4803
N 2.695 0.493 0.490 -1.313 -0.469 -0.042 0.6330
O 2.920 0.647 -0.696 0.605 0.238 -0.609 -0.4489
O 3.507 0.572 1.390 0.148 0.125 -0.135 -0.4171
S -2.970 0.397 0.972 -0.263 0.090 0.127 -0.3949
H -3.350 -0.574 -1.270 -1.801 0.149 -0.214 0.1661
```
Forces are in eV/Å.